Computed, not measured: a 4-piece molecular cluster, C4H14O3 overall, with ωB97M-V/def2-TZVPD.

The geometry in XYZ format:
```
21
Properties=species:S:1:pos:R:3
C -1.33 -0.50 -1.34
C -1.74 0.65 -0.84
C -1.23 1.96 -1.41
C -2.33 0.75 0.54
H -1.48 -1.42 -0.79
H -0.84 -0.54 -2.31
H -1.89 2.34 -2.19
H -0.21 1.92 -1.77
H -1.31 2.74 -0.65
H -3.05 1.59 0.53
H -1.59 0.98 1.29
H -2.93 -0.13 0.77
O 0.47 -1.92 1.34
H -0.30 -2.26 1.78
H 1.15 -2.60 1.30
O 2.52 0.36 1.05
H 1.97 -0.43 0.94
H 1.96 1.10 0.80
O 4.08 -1.93 0.23
H 3.84 -1.18 -0.34
H 4.26 -1.45 1.05
```

- Gap between HOMO and LUMO: 9.8022 eV
- Max |F|: 1.7 eV/A
- E: -10516.8930 eV
- Energy relative to the best compared isomer or geometry (same formula, charge and spin): 1.036 eV